# C79H68O23Si2

A structure of composition C79H68O23Si2 in a non-equilibrium geometry (wB97M-V/def2-TZVPD, the Open Molecules 2025 dataset).

ORCA input file:
```
! RIJCOSX wB97M-V def2-TZVPD def2/J DEFGRID3
* xyz 0 1
C 0.37 -2.85 -0.85
C 1.25 -1.71 -1.32
C 0.42 -0.54 -1.81
C 1.29 0.53 -2.46
C 1.35 1.81 -1.62
Si -0.21 2.77 -1.97
O -0.87 3.55 -0.67
Si -2.15 2.79 0.06
C -3.67 2.68 -1.04
C -4.11 1.26 -0.96
C -4.62 0.81 0.17
C -4.97 -0.47 0.27
C -4.80 -1.26 -0.76
C -4.31 -0.82 -1.90
C -4.09 -1.70 -3.07
C -3.97 0.45 -2.00
H 0.18 -3.51 -1.68
H -0.56 -2.49 -0.46
H 0.89 -3.42 -0.10
H 1.81 -1.34 -0.47
H 1.91 -2.02 -2.10
H -0.09 -0.14 -0.95
H -0.33 -0.88 -2.50
H 2.28 0.14 -2.61
H 0.83 0.74 -3.41
H 1.48 1.54 -0.59
H 2.22 2.35 -1.93
H 0.11 3.82 -2.97
H -1.16 1.83 -2.62
H -2.54 3.42 1.33
H -1.72 1.41 0.38
H -3.44 2.95 -2.05
H -4.45 3.33 -0.71
H -4.74 1.45 1.01
H -5.37 -0.83 1.18
H -5.06 -2.29 -0.67
H -4.73 -2.57 -3.02
H -4.29 -1.13 -3.95
H -3.06 -1.97 -3.11
H -3.56 0.83 -2.91
C -1.77 1.37 6.67
C -2.42 2.14 5.81
C -2.38 1.85 4.35
O -2.96 2.56 3.55
C -1.58 0.68 3.90
C -0.93 -0.08 4.76
C -0.98 0.20 6.22
O -0.38 -0.50 7.02
H -1.79 1.56 7.74
H -3.00 3.00 6.11
H -1.57 0.50 2.83
H -0.34 -0.94 4.46
C -2.19 5.80 4.10
C -2.89 6.86 3.71
C -2.23 8.17 3.48
O -2.87 9.14 3.13
C -0.76 8.25 3.71
C -0.07 7.19 4.10
C -0.73 5.89 4.33
O -0.10 4.91 4.69
H -2.64 4.83 4.27
H -3.96 6.81 3.53
H -0.30 9.22 3.53
H 1.00 7.22 4.27
C -1.94 -1.29 -8.05
C -1.87 -0.63 -6.89
C -1.52 -1.33 -5.63
O -1.46 -0.73 -4.58
C -1.24 -2.78 -5.70
C -1.30 -3.44 -6.85
C -1.65 -2.75 -8.12
O -1.71 -3.35 -9.17
H -2.19 -0.81 -8.98
H -2.07 0.43 -6.82
H -0.98 -3.27 -4.77
H -1.10 -4.51 -6.93
C 2.33 -6.53 3.03
C 1.56 -5.50 2.70
C 2.10 -4.13 2.68
O 1.38 -3.19 2.37
C 3.52 -3.92 3.03
C 4.29 -4.95 3.36
C 3.76 -6.34 3.39
O 4.47 -7.28 3.69
H 1.96 -7.55 3.05
H 0.53 -5.61 2.43
H 3.86 -2.88 2.99
H 5.34 -4.83 3.63
C 6.44 -2.37 -4.41
C 5.59 -3.35 -4.15
C 4.12 -3.14 -4.23
O 3.34 -4.04 -3.99
C 3.64 -1.79 -4.61
C 4.49 -0.80 -4.87
C 5.96 -1.01 -4.79
O 6.73 -0.11 -5.03
H 7.51 -2.49 -4.36
H 5.92 -4.35 -3.87
H 2.56 -1.66 -4.66
H 4.16 0.19 -5.15
C 7.82 1.61 -10.29
C 6.62 2.09 -9.98
C 6.16 2.14 -8.57
O 5.07 2.57 -8.28
C 7.09 1.63 -7.52
C 8.29 1.16 -7.84
C 8.75 1.11 -9.25
O 9.85 0.67 -9.54
H 8.18 1.57 -11.32
H 5.93 2.46 -10.72
H 6.74 1.68 -6.50
H 8.98 0.78 -7.09
C -2.75 8.79 8.68
C -3.34 7.75 8.09
C -2.62 6.47 7.90
O -3.15 5.52 7.36
C -1.21 6.38 8.39
C -0.63 7.42 8.98
C -1.35 8.71 9.17
O -0.82 9.65 9.71
H -3.26 9.73 8.83
H -4.36 7.78 7.73
H -0.71 5.44 8.24
H 0.39 7.39 9.34
C 5.73 1.61 5.09
C 5.53 0.78 4.08
C 4.42 -0.21 4.09
O 4.24 -0.97 3.16
C 3.54 -0.24 5.29
C 3.73 0.59 6.31
C 4.84 1.58 6.29
O 5.02 2.34 7.22
H 6.53 2.34 5.10
H 6.16 0.78 3.19
H 2.74 -0.97 5.28
H 3.10 0.59 7.19
C -4.14 -6.50 0.14
C -2.96 -7.12 0.13
C -1.74 -6.45 0.63
O -0.66 -7.02 0.61
C -1.87 -5.06 1.15
C -3.05 -4.44 1.16
C -4.27 -5.11 0.65
O -5.35 -4.55 0.67
H -5.05 -6.98 -0.23
H -2.85 -8.13 -0.25
H -0.97 -4.59 1.51
H -3.17 -3.43 1.53
C 3.38 5.55 0.63
C 3.77 4.35 0.21
C 3.56 3.13 1.04
O 3.92 2.04 0.66
C 2.91 3.31 2.36
C 2.52 4.51 2.78
C 2.72 5.73 1.95
O 2.37 6.82 2.33
H 3.52 6.44 0.03
H 4.24 4.19 -0.75
H 2.77 2.42 2.95
H 2.04 4.66 3.74
C -7.76 -7.49 -4.56
C -6.69 -7.52 -3.78
C -6.77 -7.99 -2.38
O -5.78 -8.02 -1.67
C -8.09 -8.43 -1.87
C -9.17 -8.40 -2.65
C -9.09 -7.93 -4.06
O -10.07 -7.91 -4.76
H -7.73 -7.15 -5.59
H -5.71 -7.21 -4.13
H -8.12 -8.77 -0.85
H -10.14 -8.72 -2.30
*
```

## Properties
HOMO = -8.8 eV

Löwdin atomic charge list, values in e, 2 entries: number 1, C, carries -0.0907; number 2, C, carries -0.2365